16
Properties=species:S:1:pos:R:3:forces:R:3 method="wB97M-V/def2-TZVPD" total_charge=+1 e_lumo_ev=-3.901
C 1.05393 -1.89754 0.67122 1.0237 -0.3547 -0.5591
C -0.12260 -1.47800 0.17698 2.2680 0.8229 1.1550
C 1.39078 0.04994 -0.24317 1.5030 3.0038 -1.2565
C -1.44729 1.56980 0.37566 -2.7842 1.3835 1.6319
C -0.90335 0.76844 -0.72245 3.4357 2.1791 -3.0871
N 2.01927 -0.95394 0.30269 -1.0980 -1.3741 1.2222
N 0.09714 -0.21040 -0.28582 -0.3411 0.7240 -1.1859
I -2.36666 -0.14132 -1.93807 0.0821 0.1527 -0.0248
H 1.29134 -2.79745 1.19437 0.1952 -0.2889 0.0076
H -1.00000 -1.99077 0.22116 -2.4789 -0.7973 -0.0240
H 1.92881 0.99302 -0.64719 -1.3848 -1.8159 0.8275
H -0.83767 2.04565 1.19954 0.2820 -0.5104 -1.5314
H -2.05487 0.79989 1.01748 0.2362 1.6539 -1.2210
H -2.08047 2.44978 -0.14600 1.0058 -2.2542 1.6398
H 0.04462 1.79608 -1.71684 -2.4856 -2.5916 2.4412
H 2.98702 -1.00317 0.54042 0.5409 0.0672 -0.0352

21
Properties=species:S:1:pos:R:3:forces:R:3 method="wB97M-V/def2-TZVPD" e_lumo_ev=-1.694
O -0.72875 0.17390 -0.14649 -0.5265 -1.9368 -4.0051
C -0.32968 1.21955 0.62169 -0.5826 -2.4770 0.9983
O -0.00365 0.89794 1.80953 1.3735 0.7135 -0.2432
O -1.30594 2.20157 0.50695 1.2127 0.1856 -1.0109
C -2.58719 1.82730 0.97148 -0.2342 -0.3250 0.3897
H -2.87622 0.78213 0.78332 0.4976 0.1756 -0.2596
H -2.63693 1.95300 2.06312 -0.1567 0.2726 -0.2443
H -3.30680 2.44870 0.42736 0.1586 0.0761 0.3831
C -0.56349 -1.45561 -0.44388 -1.8108 0.8047 4.4428
H -0.80987 -1.57450 0.63010 -0.6945 -0.6341 -0.5637
H -1.44443 -1.72795 -1.04359 0.3511 1.2049 0.0620
C 0.48090 -2.54377 -0.59909 0.7359 0.7260 -0.6129
H 0.63536 -2.76824 -1.66291 1.0705 0.3355 0.4504
H 1.31665 -2.34594 0.08703 0.4823 -0.0062 -1.1264
H 0.07540 -3.47770 -0.18465 -0.6727 0.4165 0.0313
Li 1.37511 -0.32383 1.63550 0.2177 0.9094 -0.6192
Rb 5.81153 1.59577 -2.24202 -0.7153 -0.1991 0.1856
O 1.67668 0.23796 -1.94117 1.9638 1.6888 -0.7792
O 1.01478 1.82561 -0.55124 -0.2071 2.0324 1.0940
O 2.35137 0.18543 0.12237 2.1124 0.0880 1.9482
C 1.85516 0.86869 -0.84342 -4.5756 -4.0515 -0.5206

14
Properties=species:S:1:pos:R:3:forces:R:3 method="wB97M-V/def2-TZVPD" total_charge=+1 e_lumo_ev=-5.470
C -3.42937 0.09707 0.90817 -0.0975 -1.7706 -4.5966
C -3.47506 -0.36754 -0.22803 0.2287 2.1430 5.3743
C 2.91664 -0.14061 0.40256 -0.4330 0.9312 -0.1077
C 1.83987 0.02546 -0.38259 1.0223 -0.5259 -1.9410
C 0.51601 0.12084 0.09560 -0.1612 0.0881 -3.6820
N -0.52633 0.20675 -0.68846 -2.2575 0.0050 4.5813
H -3.43290 0.59491 1.80494 0.0352 0.6794 1.7276
H 3.88494 -0.21141 -0.19067 -0.9947 -0.0518 1.8033
H 2.69368 -0.01274 1.50010 1.2737 -0.5802 -1.0691
H 2.02137 0.03319 -1.46902 -0.3863 -0.0119 0.4425
H 0.45998 0.06107 1.09568 -1.0771 0.3660 3.6713
H -3.59394 -0.68220 -1.17783 -0.3557 -1.0824 -2.5417
H -1.59178 0.18926 -0.29090 2.6956 0.1015 -0.6490
H -0.45775 -0.13862 -1.57969 0.5076 -0.2913 -3.0130

14
Properties=species:S:1:pos:R:3:forces:R:3 method="wB97M-V/def2-TZVPD" total_charge=+1 e_lumo_ev=-5.943
C -1.54174 -1.77368 0.04182 -0.9464 -1.9493 0.0684
C -1.15887 -0.56767 -0.02272 1.5318 2.5875 0.5031
C -0.09691 1.25115 -0.31277 2.8103 -3.1326 1.9392
C 0.32401 -0.35693 -0.54805 0.3860 1.1511 2.0820
C 1.47608 -0.99641 0.29548 -0.6646 0.6860 1.2654
N -1.39240 0.86822 0.25037 -2.2873 -1.5322 0.0807
H 0.46634 1.80707 0.42579 0.2514 -0.3242 0.3083
H 0.03037 1.74571 -1.18057 -0.9641 1.8651 -3.0473
H 0.51724 -0.68476 -1.53944 -0.5456 0.3452 -1.1281
H 1.81244 -0.31965 1.14497 -0.5553 -1.0441 -0.8759
H 2.35117 -1.26273 -0.27523 0.2115 0.4574 -0.5999
H 1.13459 -1.98187 0.65425 -0.0004 0.5980 0.2814
H -2.29053 1.11085 -0.13283 -0.3326 0.7062 -1.5969
H -1.63181 1.16068 1.19894 1.1053 -0.4140 0.7196

Record-wise orbital gap values, in eV: 9.38; 4.52; 9.43; 9.61
Record-wise energy values, in eV: -16386.00892; -18456.18871; -6794.06828; -6791.43620
Record-wise highest occupied orbital energy values, in eV: -13.285; -6.210; -14.905; -15.553